This record from the Open Molecules 2025 dataset describes 7 unconnected molecules or ions with the total composition C12H28F8NO11S at a distorted geometry. The level of theory is ωB97M-V/def2-TZVPD.

The geometry in XYZ format:
```
61
C12H28F8NO11S | the Open Molecules 2025 dataset | ωB97M-V/def2-TZVPD
S -1.4611 0.8932 0.6873
F -1.0078 3.9004 -0.2805
F 0.3972 1.9812 2.2554
F -1.5907 3.8446 1.8174
F 1.3993 -3.1758 2.7774
F 2.6691 -3.2023 1.0404
F 0.4022 4.3741 1.2690
F 0.8264 1.9661 0.1454
F 1.7469 -1.3676 1.6732
O 3.7253 0.7784 1.6761
O -0.2975 -0.2644 3.4291
O 0.5426 -2.9692 0.7143
O 5.2304 0.9566 -0.9982
O 0.5122 -0.3482 -2.6828
O -1.6840 -1.9540 3.8933
O -2.5997 1.0295 1.5428
O -4.4502 -0.9114 0.5127
O -1.8617 3.0763 -3.3871
O -1.1683 -5.3553 -0.6308
O -1.8188 1.1777 -0.6807
N -0.7450 -0.5505 0.7024
C -0.6322 3.5959 0.9480
C -1.9186 4.4843 -3.5544
C 5.7027 2.2810 -1.1715
C -1.6203 -6.3950 -1.4880
C -5.7026 -0.3670 0.1370
C -1.2992 -1.5577 1.6452
C -0.7821 -2.9544 1.2862
C 1.5438 -2.6675 1.5544
C -0.1405 2.1192 1.0631
C -1.0581 -1.2136 3.1264
C 1.5161 0.3816 -3.3747
C 4.0281 1.1693 3.0118
H 2.2914 0.7244 -2.6832
H -0.7506 -0.9597 -0.2286
H 0.1216 0.2467 -2.0371
H -2.1177 -5.9337 -2.3374
H -2.7668 4.9061 -3.0064
H 6.4713 2.5207 -0.4293
H -0.9935 4.9549 -3.2064
H 4.8818 3.0008 -1.0881
H 1.0790 1.2424 -3.8899
H 2.8493 1.1172 1.4686
H 4.0376 2.2595 3.1031
H -1.4279 -3.3153 0.4969
H -1.7523 2.9001 -2.4464
H -6.2079 0.0731 1.0024
H -3.9113 -0.1857 0.8627
H -5.5758 0.3956 -0.6380
H -2.3714 -1.6380 1.5385
H -6.3179 -1.1734 -0.2584
H -0.9088 -3.6370 2.1161
H 5.0139 0.7824 3.2595
H 3.2931 0.7520 3.7033
H -2.3319 -7.0441 -0.9692
H -0.7782 -6.9917 -1.8507
H 4.8469 0.9021 -0.1136
H 6.1380 2.3575 -2.1662
H -2.0438 4.6930 -4.6148
H -0.7290 -5.7644 0.1191
H 1.9668 -0.2817 -4.1092
```

charge	-1
lowest unoccupied orbital energy	0.094	hartree
Kohn-Sham gap	0.287	Ha

This record from the Open Molecules 2025 dataset describes a molecular structure, C12H28HgN5O7 at a distorted geometry. The level of theory is ωB97M-V/def2-TZVPD.

The geometry in XYZ format:
```
53
C12H28HgN5O7 | the Open Molecules 2025 dataset | ωB97M-V/def2-TZVPD
Hg 1.7310 1.8770 0.9210
O 0.9871 -1.2133 -1.2286
O 0.9282 3.7323 -0.0553
O 0.5012 0.1558 0.3946
O 3.0459 -5.8906 -1.0803
O -6.8964 -0.5817 -0.0651
O -0.7939 -0.0296 -1.3426
O 3.4881 0.4138 1.1007
N -0.8161 4.2967 -1.3478
N 1.5760 -4.2239 -0.6976
N 3.6124 -1.3994 2.4648
N 0.2174 -0.3785 -0.7562
N -5.2326 0.9119 0.1493
C 0.3496 4.5711 -0.7738
C 3.2726 -3.9523 -2.4726
C 5.5878 -0.0776 2.2809
C 0.8021 -4.9364 0.2739
C 0.8266 6.0092 -0.8391
C 2.2243 -1.7295 2.1783
C 4.1381 -0.3273 1.8492
C -7.5055 1.7565 -0.0571
C 2.6618 -4.7574 -1.3199
C -4.1031 -0.0111 0.0529
C -6.5351 0.5799 -0.0053
C -1.5268 3.0364 -1.2563
H 1.0010 -5.9973 0.3608
H 2.6376 -3.1567 -2.8530
H -3.8359 -0.3926 1.0374
H 0.8003 -4.5085 1.2871
H -2.6016 3.0744 -1.4473
H -0.2834 -4.8424 0.1372
H -1.0789 2.3672 -1.9909
H -3.3049 0.6153 -0.3470
H -1.1406 4.8877 -2.1001
H -6.9855 2.7035 -0.1859
H 5.7362 0.9992 2.3521
H 5.7734 -0.5119 3.2619
H 4.2387 -3.6131 -2.0996
H 2.0574 -2.7763 2.4242
H 1.5123 -3.2203 -0.7760
H 0.0563 6.7032 -1.1611
H -4.4231 -0.7309 -0.6960
H 2.0299 -1.5584 1.1226
H -5.0566 1.8247 0.5352
H -1.5930 2.7266 -0.2110
H 1.4763 -1.1372 2.7143
H 1.6143 5.9853 -1.5976
H 1.2259 6.3143 0.1227
H 4.1008 -1.7460 3.2706
H 3.4349 -4.6969 -3.2480
H -8.0279 1.7653 0.9016
H 6.3565 -0.5026 1.6377
H -8.2607 1.5924 -0.8202
```

charge	+1
energy above the lowest of the compared OMol25 structures with the same formula, charge and spin	20.98	kcal per mole
lowest unoccupied orbital energy	-0.239	hartree
Kohn-Sham gap	0.166	Ha

This record from the Open Molecules 2025 dataset describes a molecular structure, C12H28HgN8O2S4. The level of theory is ωB97M-V/def2-TZVPD.

The geometry in XYZ format:
```
55
C12H28HgN8O2S4 | the Open Molecules 2025 dataset | ωB97M-V/def2-TZVPD
Hg -1.2437 -0.3118 -0.2642
S -4.0452 1.7730 4.2713
S -0.8513 1.3822 -3.6094
S -2.9098 -0.0170 2.6377
S -1.7003 2.7908 2.6883
O 2.9954 -0.2534 -0.9104
O 4.2901 -2.0777 -0.9509
N -2.6540 3.3831 -3.3649
N 1.6904 2.7267 2.4310
N -3.1137 -3.1031 -1.5461
N 1.6777 -1.3851 1.3336
N 2.9096 1.5673 0.8012
N -0.3209 -3.2209 -0.6315
N -3.2820 1.4718 -2.4925
N 0.7675 2.2865 0.3671
C 1.8114 2.1594 1.2033
C -2.7807 1.5944 3.1603
C 3.0693 -1.7055 1.0364
C 4.0647 1.3785 1.6618
C -4.2678 2.4289 -2.0118
C -4.0310 3.6144 -2.9593
C -1.0894 -4.3994 -0.9799
C 3.9158 0.2109 2.6419
C 3.4850 -1.3228 -0.4074
C -2.2807 2.0897 -3.1702
C -2.1509 -4.0878 -2.0252
C 4.1075 -1.1959 2.0690
H -3.0262 0.6526 -1.9549
H -3.8929 -3.0029 -2.1821
H 0.2353 -2.8813 -1.4076
H -1.5864 -4.7590 -0.0721
H 0.7344 2.9004 2.7310
H 2.9275 0.2651 3.1123
H -5.2790 2.0339 -2.0961
H -4.1398 4.5710 -2.4502
H 4.9148 1.1962 1.0014
H -3.4752 -3.3504 -0.6334
H -0.1597 2.2957 0.7945
H 5.1012 -1.2957 1.6223
H 2.2887 2.3656 3.1539
H 3.1561 -2.7924 1.0495
H -1.6612 -3.6770 -2.9137
H 4.0843 -1.8758 2.9276
H 0.8275 1.7889 -0.5117
H -4.7181 3.5877 -3.8115
H -0.4873 -5.2390 -1.3590
H 4.6398 0.3460 3.4512
H 1.3697 -1.8502 2.1800
H -2.6077 -5.0426 -2.3250
H -2.1869 3.9113 -4.0799
H 1.5133 -0.3956 1.4566
H 0.3084 -3.3619 0.1467
H 4.2772 2.3065 2.2009
H 2.8625 0.8189 -0.0393
H -4.0832 2.7072 -0.9706
```

2S+1	2
charge	-1
energy above the lowest of the compared OMol25 structures with the same formula, charge and spin	12.90	kcal per mole
lowest unoccupied orbital energy (alpha / beta)	0.095 / 0.059	hartree
Kohn-Sham gap (alpha / beta)	0.258 / 0.229	Ha

This record from the Open Molecules 2025 dataset describes 2 unconnected molecules or ions with the total composition C12H28N2O5 at a distorted geometry. The level of theory is ωB97M-V/def2-TZVPD.

The geometry in XYZ format:
```
47
C12H28N2O5 | the Open Molecules 2025 dataset | ωB97M-V/def2-TZVPD
O -3.8778 -2.7225 -1.7505
O 3.0794 5.2303 -1.2422
O 2.3712 -1.1141 -1.0798
O 2.8540 2.4977 -2.3876
O -1.4696 -2.6541 -1.9269
N -2.7211 -2.5298 0.4098
N -1.4105 -2.1188 4.6375
C 0.9428 -1.5147 -1.2766
C -2.7075 -2.6259 -1.1015
C 3.3595 1.9634 -1.1700
C 4.4411 5.2714 -1.6544
C -0.6007 -3.7834 -1.5420
C 1.7590 3.3950 -2.1719
C -3.8458 -1.8510 2.5850
C -4.0294 -1.9136 0.9255
C -2.1213 -0.7940 4.4743
C -2.9036 -0.5919 3.0478
C 2.2027 4.8545 -2.3089
C 0.9045 -3.1625 -1.1805
H 4.7337 4.3560 -2.1768
H -4.9330 -1.6486 3.0198
H 1.3197 5.4978 -2.2350
H 4.6059 6.1370 -2.3023
H 2.6310 -0.5343 -1.8610
H 4.2952 1.4428 -1.3870
H 0.2986 -0.9844 -0.4350
H -4.1879 -0.8085 0.5384
H 1.2614 -3.4435 -0.0912
H 1.0145 3.1803 -2.9473
H -1.0345 -4.4492 -0.6790
H 1.2911 3.2155 -1.1965
H -3.6419 0.3328 3.2042
H 0.5896 -1.0866 -2.3148
H -2.1758 -0.2536 2.1730
H -1.9903 -1.8088 0.6564
H -4.9749 -2.5772 0.6670
H -1.0771 -2.5210 3.7345
H 2.6456 1.2429 -0.7573
H -1.9453 -2.8030 5.2159
H 5.0660 5.3775 -0.7637
H -1.2795 0.0496 4.5367
H 2.6700 5.0348 -3.2844
H 1.7360 -3.5758 -1.9294
H -3.4101 -2.8895 2.9029
H 3.5596 2.7474 -0.4371
H -2.8577 -0.6048 5.3713
H -0.4369 -4.4619 -2.5096
```

SMILES	NCCCCNC(=O)OCCCO.COCCOC
energy above the lowest of the compared OMol25 structures with the same formula, charge and spin	74.18	kcal per mole
lowest unoccupied orbital energy	0.017	hartree
Kohn-Sham gap	0.358	Ha